No. 1
The ion C4H8NOS with charge -1, computed with ωB97M-V with the def2-TZVPD basis set.

The SMILES is CNC(=O)CC[S-]. The HOMO-LUMO gap is 6.3 eV. For the energy relative to the best compared isomer or geometry (same formula, charge and spin), the calculation gives 14.0 kcal/mol. Its net charge is -1. The value obtained for the LUMO energy is 3.77 eV. Its total energy is -18651.6026 eV.

Atoms and positions in Å:
1 C -0.39020 -1.45867 1.39808
2 N -1.49922 -0.77988 0.78182
3 C -1.38455 0.12157 -0.24720
4 O -2.36970 0.76719 -0.56671
5 C -0.10897 0.15286 -1.09794
6 C 0.99344 1.15118 -0.65628
7 S 2.45682 0.41752 0.13067
8 H -0.22836 -2.47444 1.04301
9 H 0.49485 -0.83657 1.35860
10 H -0.58089 -1.56401 2.46473
11 H -2.44296 -1.11829 0.83701
12 H 0.31567 -0.84665 -1.04395
13 H -0.51494 0.34929 -2.09022
14 H 0.48871 1.88701 -0.01787
15 H 1.30900 1.77592 -1.49006

No. 2
An isolated molecule of C4H8NOS at a distorted geometry, computed with ωB97M-V with the def2-TZVPD basis set.

The HOMO-LUMO gap (alpha / beta) is 9.3 / 6.5 eV. For the energy relative to the best compared isomer or geometry (same formula, charge and spin), the calculation gives 37.6 kcal/mol. As for the multiplicity: 2. Its net charge is 0. As for the expectation value of S²: 0.7533. The value obtained for the LUMO energy (alpha / beta) is 0.60 / -2.20 eV. Its total energy is -18647.8494 eV.

Atoms and positions in Å:
1 C 1.04209 -1.12527 1.13376
2 N 1.10731 -0.23008 -0.01716
3 C -0.09597 0.34506 -0.60500
4 C -1.39952 -0.30114 -0.13826
5 S -2.84081 0.64666 -0.58913
6 C -0.03574 1.88524 -0.56685
7 O 0.95876 2.51603 -0.72695
8 H 0.71752 -2.14276 0.92797
9 H 2.05042 -1.14136 1.54869
10 H 0.48068 -0.52672 1.84236
11 H 1.80409 -0.54084 -0.67339
12 H 0.06173 0.20551 -1.68209
13 H -1.39788 -1.27079 -0.65879
14 H -1.38366 -0.62072 0.89751
15 H -1.06902 2.30118 -0.69268

No. 3
A cluster of 2 separate species, C4H8NOS in total at a distorted geometry, computed with ωB97M-V with the def2-TZVPD basis set.

The HOMO-LUMO gap is 8.5 eV. For the energy relative to the best compared isomer or geometry (same formula, charge and spin), the calculation gives 38.9 kcal/mol. Its net charge is +1. The value obtained for the LUMO energy is -5.53 eV. Its total energy is -18641.5621 eV.

Atoms and positions in Å:
1 C -2.87077 2.16208 0.34765
2 C 1.20213 0.72718 0.17556
3 C 3.60701 1.11649 -0.61445
4 C -2.49660 -0.49167 -0.22503
5 N 2.27623 1.16372 -0.09483
6 O 0.13616 0.41767 0.56380
7 S -1.91162 1.24443 -0.50470
8 H -2.67821 3.20328 0.30718
9 H -3.56398 1.95148 1.13488
10 H 4.19637 1.56635 0.17175
11 H 3.75759 1.85373 -1.38532
12 H 3.97115 0.15016 -1.06092
13 H -1.45767 -0.87474 -0.22609
14 H -3.15320 -0.81400 -1.01186
15 H -3.05233 -0.53413 0.65977

The lowest net charge belongs to which entry?
number 1

What is the energy relative to the best compared isomer or geometry (same formula, charge and spin) in the first record?
14.0 kcal/mol